[1]
Formula: C29H32F6N3O8PS3Si2W
Source: the Open Molecules 2025 dataset
Level of theory: wB97M-V/def2-TZVPD

Structure (ORCA input):
```
! wB97M-V def2-TZVPD RIJCOSX def2/J DEFGRID3
* xyz 1 2
W 0.28 -0.04 -0.23
O -2.86 3.87 4.66
C -3.48 2.65 4.30
C -2.64 1.97 3.27
C -3.14 0.93 2.52
C -2.37 0.40 1.51
N -1.14 0.83 1.25
C -0.63 1.80 2.01
C -1.35 2.40 3.01
C 0.70 2.25 1.59
C 1.57 2.90 2.42
C 2.83 3.26 1.94
C 3.92 3.68 2.89
O 3.59 3.47 4.24
C 3.06 3.12 0.58
C 2.17 2.43 -0.18
N 1.02 1.92 0.31
H -3.36 4.29 5.37
H -4.48 2.81 3.88
H -3.60 1.99 5.16
H -4.13 0.54 2.69
H -2.75 -0.39 0.89
H -0.92 3.23 3.56
H 1.32 3.05 3.46
H 4.13 4.74 2.77
H 4.82 3.13 2.61
H 3.54 2.52 4.41
H 3.99 3.47 0.14
H 2.35 2.25 -1.23
C -2.79 2.64 -0.48
Si -1.37 1.86 -1.40
C -0.36 3.32 -1.97
C -2.16 1.21 -2.95
C -2.77 2.10 -3.85
C -3.41 1.62 -4.98
C -3.46 0.25 -5.22
C -2.86 -0.63 -4.34
C -2.20 -0.15 -3.21
Si -1.43 -1.37 -2.04
C -2.80 -2.36 -1.29
C -0.45 -2.56 -3.06
H -3.19 3.41 -1.15
H -2.50 3.13 0.46
H -3.59 1.93 -0.27
H -1.05 4.09 -2.33
H 0.29 3.04 -2.80
H 0.26 3.78 -1.19
H -2.74 3.17 -3.67
H -3.88 2.31 -5.67
H -3.98 -0.13 -6.10
H -2.91 -1.70 -4.54
H -3.23 -2.91 -2.14
H -3.60 -1.75 -0.85
H -2.46 -3.07 -0.55
H -0.93 -2.69 -4.03
H -0.39 -3.53 -2.56
H 0.58 -2.23 -3.24
O 3.39 0.45 1.90
S 2.45 -0.56 2.31
O 2.16 -0.58 3.70
O 1.14 -0.44 1.50
C 3.16 -2.11 1.81
C 3.71 -2.88 2.81
C 4.30 -4.10 2.49
C 4.35 -4.54 1.17
C 3.80 -3.77 0.16
C 3.21 -2.56 0.48
S 2.45 -1.68 -0.82
O 2.94 -2.12 -2.08
O 2.53 -0.22 -0.55
O 0.93 -1.91 -0.67
H 3.65 -2.53 3.83
H 4.71 -4.71 3.28
H 4.81 -5.49 0.94
H 3.82 -4.10 -0.88
F -0.94 -1.62 0.78
P -1.04 -2.82 2.27
F -1.24 -3.94 1.15
F -1.14 -3.80 3.49
F -0.83 -1.52 3.15
F 0.54 -2.96 2.11
F -2.61 -2.50 2.20
S 1.89 0.53 -4.61
C 1.24 0.45 -3.20
N 0.72 0.39 -2.13
*
```

Properties
expectation value of S²	0.7606
max |F|	0.0359	hartree/bohr
DFT total energy	-4671.72468	a.u.
lowest unoccupied orbital energy (spin up / spin down)	-4.562 / -6.211	eV
ΔE to the lowest compared entry with this formula, charge and spin	2.989	eV
Kohn-Sham gap (spin up / spin down)	0.261 / 0.194	hartree

Atom charges from the Mulliken analysis, given in e for atoms 1 to 4: atom 1 (W): 0.990, atom 2 (O): -0.511, atom 3 (C): -0.621, atom 4 (C): -0.101

[2]
Formula: C29H32IrN5OS2
Source: the Open Molecules 2025 dataset
Level of theory: wB97M-V/def2-TZVPD

Structure (ORCA input):
```
! wB97M-V def2-TZVPD RIJCOSX def2/J DEFGRID3
* xyz 1 2
Ir 0.06 0.20 -0.23
C -2.10 2.35 -0.03
N -1.25 1.66 0.96
C -2.11 0.91 1.90
C -1.40 -0.23 2.59
N -1.02 -1.23 1.59
C 0.01 -2.17 2.09
C -2.18 -1.99 1.15
C -2.87 -2.82 2.02
C -3.95 -3.56 1.59
C -4.36 -3.48 0.26
C -3.69 -2.65 -0.61
C -2.59 -1.90 -0.17
S -1.77 -0.88 -1.32
C -0.35 2.56 1.67
C -0.76 3.85 1.98
C 0.06 4.73 2.67
C 1.32 4.32 3.08
C 1.73 3.03 2.79
C 0.92 2.15 2.07
S 1.60 0.59 1.65
H -2.95 2.84 0.45
H -2.48 1.63 -0.74
H -1.51 3.10 -0.56
H -2.95 0.50 1.32
H -2.52 1.60 2.64
H -2.08 -0.66 3.33
H -0.51 0.12 3.11
H -0.36 -2.75 2.94
H 0.89 -1.63 2.40
H 0.27 -2.86 1.29
H -2.55 -2.90 3.06
H -4.47 -4.20 2.28
H -5.19 -4.07 -0.09
H -3.98 -2.57 -1.65
H -1.74 4.20 1.67
H -0.29 5.73 2.89
H 1.97 5.00 3.61
H 2.71 2.69 3.10
N 1.28 1.78 -0.96
C 2.25 2.39 -1.10
N 3.33 3.08 -1.28
C 4.55 2.82 -0.50
C 4.74 3.95 0.51
O 4.72 5.22 -0.13
C 3.50 5.45 -0.80
C 3.29 4.41 -1.89
H 5.39 2.80 -1.19
H 4.48 1.86 0.00
H 5.72 3.87 0.99
H 3.96 3.90 1.27
H 3.56 6.45 -1.23
H 2.66 5.41 -0.09
H 4.10 4.48 -2.62
H 2.34 4.55 -2.40
C 0.29 0.57 -3.52
C 1.36 -0.26 -3.21
C 2.71 0.19 -3.36
C 3.77 -0.63 -3.06
C 3.54 -1.93 -2.58
C 2.23 -2.40 -2.43
C 1.16 -1.59 -2.74
C 4.63 -2.80 -2.27
N 5.49 -3.51 -1.99
H -0.73 0.22 -3.47
H 0.46 1.58 -3.88
H 2.88 1.19 -3.73
H 4.79 -0.29 -3.20
H 2.08 -3.42 -2.09
H 0.16 -1.98 -2.69
*
```

Properties
expectation value of S²	0.8912
max |F|	0.0908	hartree/bohr
DFT total energy	-2373.67232	a.u.
lowest unoccupied orbital energy (spin up / spin down)	-4.617 / -4.725	eV
ΔE to the lowest compared entry with this formula, charge and spin	0.529	eV
Kohn-Sham gap (spin up / spin down)	0.203 / 0.211	hartree

Atom charges from the natural (NBO) analysis, given in e for atoms 1 to 4: atom 1 (Ir): 0.997, atom 2 (C): -0.431, atom 3 (N): -0.345, atom 4 (C): -0.241

[3]
Formula: C29H32LaNO
Source: the Open Molecules 2025 dataset
Level of theory: wB97M-V/def2-TZVPD

Structure (ORCA input):
```
! wB97M-V def2-TZVPD RIJCOSX def2/J DEFGRID3
* xyz 0 1
C 2.26 0.12 0.86
C 2.26 -0.60 -0.37
C 1.98 0.32 -1.44
H 2.55 -1.64 -0.50
C 1.85 1.62 -0.86
C 2.01 1.50 0.56
H 1.56 2.53 -1.39
C -1.40 -1.65 1.26
C -0.23 -2.26 0.74
C -0.34 -2.30 -0.67
H 0.57 -2.72 1.34
C -1.57 -1.69 -1.07
C -2.25 -1.32 0.15
H 1.98 0.06 -2.49
H 1.91 2.31 1.29
H 2.50 -0.30 1.83
H -3.16 -0.72 0.20
H 0.36 -2.77 -1.36
H -1.63 -1.49 2.33
La -0.36 0.43 -0.08
C -2.03 -1.37 -2.46
C -3.54 -1.60 -2.48
C -1.30 -2.28 -3.47
H -3.76 -2.62 -2.14
H -3.92 -1.46 -3.49
H -4.05 -0.89 -1.82
H -1.47 -3.33 -3.22
H -0.22 -2.10 -3.50
H -1.70 -2.08 -4.46
C -1.66 0.11 -2.78
C -2.19 0.63 -4.13
H -0.55 0.20 -2.81
H -2.08 0.81 -2.00
O -3.09 0.12 -4.76
N -1.57 1.75 -4.62
C -0.42 2.45 -4.09
H -1.97 2.11 -5.48
C 0.90 1.86 -4.55
C 2.08 2.50 -4.17
H 2.01 3.40 -3.55
C 3.32 1.99 -4.56
H 4.23 2.50 -4.24
C 3.38 0.85 -5.36
H 4.34 0.46 -5.68
C 2.20 0.21 -5.75
H 2.23 -0.68 -6.38
C 0.96 0.72 -5.35
H 0.04 0.24 -5.68
H -0.47 2.46 -2.99
H -0.48 3.51 -4.38
C -0.97 1.55 2.25
C -0.61 0.95 3.51
C -1.62 0.40 4.34
C -1.31 -0.12 5.60
C 0.03 -0.16 6.03
C 1.05 0.32 5.20
C 0.74 0.87 3.95
H -2.03 1.47 1.96
H -0.47 2.49 1.97
H -2.65 0.44 4.00
H -2.11 -0.48 6.25
H 0.27 -0.56 7.03
H 2.09 0.28 5.53
H 1.53 1.24 3.30
*
```

Properties
max |F|	0.0320	hartree/bohr
DFT total energy	-1285.82955	a.u.
lowest unoccupied orbital energy	-0.466	eV
Kohn-Sham gap	0.218	hartree

Atom charges from the Mulliken analysis, given in e for atoms 1 to 4: atom 1 (C): -0.171, atom 2 (C): -1.169, atom 3 (C): 0.090, atom 4 (H): 0.522

[4]
Formula: C29H32N6O2
Source: the Open Molecules 2025 dataset
Level of theory: wB97M-V/def2-TZVPD

Structure (ORCA input):
```
! wB97M-V def2-TZVPD RIJCOSX def2/J DEFGRID3
* xyz 0 1
C -6.75 -0.59 -0.93
C -5.36 -1.14 -0.91
C -5.15 -2.50 -0.69
C -3.88 -3.04 -0.65
C -2.77 -2.20 -0.83
N -1.50 -2.69 -0.78
C -0.34 -1.95 -0.94
O 0.74 -2.50 -0.87
C -0.55 -0.53 -1.20
C 0.67 0.34 -1.41
N 1.30 0.69 -0.15
C 2.42 -0.12 0.26
C 3.70 -0.04 -0.60
C 4.69 -1.06 -0.13
C 5.84 -0.69 0.55
C 6.74 -1.64 1.00
C 6.49 -2.98 0.78
C 5.34 -3.37 0.11
C 4.44 -2.41 -0.34
C 1.24 2.07 0.30
C -0.19 2.48 0.26
N -0.80 3.38 -0.48
N -2.08 3.35 -0.15
N -2.30 2.49 0.75
N -1.14 1.90 1.04
C -0.98 0.85 2.01
C -2.19 -0.02 2.11
C -3.52 0.25 2.20
C -4.17 -1.00 2.32
C -3.19 -1.94 2.29
O -1.98 -1.36 2.16
C 2.19 3.12 -0.35
C 2.02 4.46 0.36
C 2.00 3.30 -1.85
C -1.81 -0.03 -1.29
C -2.97 -0.83 -1.08
C -4.27 -0.32 -1.10
H -7.26 -0.90 -1.84
H -6.75 0.49 -0.89
H -7.33 -0.97 -0.09
H -6.00 -3.15 -0.55
H -3.73 -4.09 -0.48
H -1.36 -3.68 -0.62
H 1.37 -0.21 -2.04
H 0.36 1.24 -1.94
H 2.68 0.15 1.29
H 2.09 -1.16 0.25
H 3.44 -0.24 -1.64
H 4.14 0.96 -0.55
H 6.04 0.36 0.72
H 7.63 -1.33 1.52
H 7.19 -3.73 1.13
H 5.14 -4.41 -0.07
H 3.55 -2.72 -0.86
H 1.52 2.05 1.36
H -0.13 0.23 1.70
H -0.76 1.30 2.99
H -3.98 1.22 2.17
H -5.23 -1.17 2.41
H -3.21 -3.01 2.37
H 3.21 2.77 -0.17
H 2.13 4.35 1.44
H 2.77 5.16 0.01
H 1.04 4.88 0.15
H 2.26 2.39 -2.39
H 2.66 4.09 -2.21
H 0.98 3.58 -2.08
H -1.97 1.01 -1.54
H -4.40 0.74 -1.27
*
```

Properties
max |F|	0.0303	hartree/bohr
SMILES	Cc1ccc2[nH]c(=O)c(CN(CCc3ccccc3)[C@H](c3nnnn3Cc3ccco3)C(C)C)cc2c1
DFT total energy	-1603.28867	a.u.
lowest unoccupied orbital energy	0.244	eV
ΔE to the lowest compared entry with this formula, charge and spin	1.968	eV
Kohn-Sham gap	0.310	hartree

Atom charges from the natural (NBO) analysis, given in e for atoms 1 to 4: atom 1 (C): -0.627, atom 2 (C): -0.030, atom 3 (C): -0.186, atom 4 (C): -0.252

[5]
Formula: C29H32NO
Source: the Open Molecules 2025 dataset
Level of theory: wB97M-V/def2-TZVPD

Structure (ORCA input):
```
! wB97M-V def2-TZVPD RIJCOSX def2/J DEFGRID3
* xyz 1 1
C 5.95 -2.85 -2.69
O 5.47 -1.49 -2.83
C 4.20 -1.21 -2.42
C 3.77 0.12 -2.62
C 2.52 0.51 -2.18
C 1.72 -0.38 -1.45
C 0.45 0.15 -0.76
C -0.83 -0.54 -1.24
C -2.08 0.04 -0.93
C -3.26 -0.56 -1.37
C -3.24 -1.70 -2.17
C -4.52 -2.33 -2.63
C -2.01 -2.20 -2.58
C -0.82 -1.62 -2.13
C 0.71 0.17 0.74
C 1.99 0.96 1.06
C 1.89 2.41 0.55
C 0.55 3.02 0.81
C 0.29 4.34 0.45
C -0.86 4.97 0.92
C -1.68 4.33 1.86
C -1.41 3.02 2.24
C -0.44 2.28 1.53
C -0.38 0.83 1.57
N -1.18 0.11 2.38
C -2.65 0.19 2.32
C -3.15 -0.76 3.40
C -1.93 -1.40 4.05
C -0.71 -1.01 3.22
C 2.11 -1.71 -1.32
C 3.34 -2.15 -1.81
H 6.98 -2.76 -3.03
H 5.91 -3.19 -1.64
H 5.38 -3.54 -3.33
H 4.44 0.82 -3.10
H 2.18 1.53 -2.34
H 0.36 1.20 -1.09
H -2.11 0.97 -0.36
H -4.22 -0.10 -1.10
H -4.39 -3.41 -2.72
H -5.31 -2.11 -1.92
H -4.83 -1.95 -3.61
H -1.96 -3.04 -3.26
H 0.12 -2.02 -2.51
H 0.82 -0.88 1.08
H 2.15 0.98 2.15
H 2.87 0.48 0.61
H 2.67 3.00 1.05
H 2.12 2.48 -0.52
H 1.02 4.86 -0.18
H -1.09 5.99 0.59
H -2.52 4.87 2.32
H -1.90 2.56 3.10
H -3.00 -0.12 1.33
H -3.00 1.22 2.45
H -3.79 -1.52 2.94
H -3.76 -0.20 4.11
H -1.80 -1.03 5.07
H -2.02 -2.49 4.09
H 0.15 -0.69 3.83
H -0.37 -1.84 2.58
H 1.46 -2.43 -0.81
H 3.63 -3.20 -1.70
*
```

Properties
max |F|	0.0372	hartree/bohr
SMILES	COc1ccc([C@@H](c2ccc(C)cc2)[C@H]2CCc3ccccc3C2=[N+]2CCCC2)cc1
DFT total energy	-1254.00309	a.u.
lowest unoccupied orbital energy	-4.644	eV
ΔE to the lowest compared entry with this formula, charge and spin	0.000	eV
Kohn-Sham gap	0.223	hartree

Atom charges from the natural (NBO) analysis, given in e for atoms 1 to 4: atom 1 (C): -0.260, atom 2 (O): -0.489, atom 3 (C): 0.331, atom 4 (C): -0.255

[6]
Formula: C29H33AsBrMnN5O8S
Source: the Open Molecules 2025 dataset
Level of theory: wB97M-V/def2-TZVPD

Structure (ORCA input):
```
! wB97M-V def2-TZVPD RIJCOSX def2/J DEFGRID3
* xyz 0 2
Mn -1.28 0.14 0.54
O -1.08 -3.20 -2.08
As -0.26 -1.85 -3.02
O -0.32 -2.49 -4.56
O -2.87 -1.19 -0.94
C 1.53 -2.48 -2.40
C 2.53 -2.73 -3.32
C 3.77 -3.22 -2.93
C 4.01 -3.49 -1.58
C 3.01 -3.25 -0.65
C 1.78 -2.73 -1.08
S 0.60 -2.39 0.20
O -0.11 -3.58 0.58
O 1.38 -1.77 1.29
O -0.29 -1.35 -0.43
H -1.17 -3.93 -2.71
H 2.31 -2.54 -4.37
H 4.54 -3.41 -3.67
H 4.96 -3.88 -1.26
H 3.17 -3.44 0.40
C 0.43 -1.41 5.49
C -0.79 -1.19 4.65
C -2.08 -1.16 5.17
C -3.15 -0.91 4.34
C -2.90 -0.68 3.00
Br -4.33 -0.20 1.85
N -1.69 -0.74 2.46
C -0.66 -1.00 3.28
H 0.16 -1.64 6.52
H 1.06 -0.52 5.50
H 1.03 -2.23 5.10
H -2.24 -1.34 6.22
H -4.17 -0.88 4.71
H 0.31 -1.09 2.80
O -2.57 -2.19 -6.43
C -3.50 -1.44 -5.85
O -4.61 -1.35 -6.31
C -3.13 -0.69 -4.59
C -3.21 -1.31 -3.35
C -2.80 -0.64 -2.20
C -2.32 0.66 -2.29
C -2.26 1.29 -3.54
C -2.66 0.63 -4.67
N -1.91 1.25 -1.08
C -1.78 2.51 -0.92
C -1.55 2.98 0.44
C -1.39 4.32 0.76
C -1.18 4.67 2.08
C -1.16 3.68 3.04
C -1.35 2.36 2.64
N -1.54 2.00 1.37
H -1.68 -2.13 -6.06
H -3.58 -2.33 -3.27
H -2.62 -2.13 -1.00
H -1.87 2.30 -3.62
H -2.61 1.12 -5.64
H -1.92 3.22 -1.73
H -1.42 5.05 -0.04
H -1.04 5.71 2.35
H -1.01 3.91 4.08
H -1.35 1.57 3.38
C 3.42 3.23 1.63
C 2.94 1.99 0.88
C 3.64 0.74 1.41
C 3.22 2.15 -0.62
N 1.50 1.88 1.17
N 0.85 0.81 0.51
H 4.50 3.34 1.53
H 3.17 3.15 2.69
H 2.94 4.13 1.23
H 4.71 0.92 1.52
H 3.51 -0.12 0.75
H 3.23 0.47 2.39
H 4.27 2.35 -0.79
H 2.64 2.99 -1.03
H 2.96 1.25 -1.18
H 1.03 2.75 0.90
H 1.21 -0.07 0.88
H 1.05 0.78 -0.50
*
```

Properties
expectation value of S²	1.2363
max |F|	0.0272	hartree/bohr
DFT total energy	-8359.56518	a.u.
lowest unoccupied orbital energy (spin up / spin down)	-1.730 / -1.678	eV
ΔE to the lowest compared entry with this formula, charge and spin	2.550	eV
Kohn-Sham gap (spin up / spin down)	0.173 / 0.175	hartree

Atom charges from the Mulliken analysis, given in e for atoms 1 to 4: atom 1 (Mn): -0.091, atom 2 (O): -0.644, atom 3 (As): 0.400, atom 4 (O): -0.918